The following is a DFT calculation (ωB97M-V/def2-TZVPD) of a structure of composition C9H19CoN5O5.

CARTESIAN COORDINATES (ANGSTROEM)
Co 0.648 -0.278 -0.275
N 1.368 -2.002 0.363
C 0.771 -2.549 1.602
C 0.589 -1.478 2.676
C -0.663 -0.638 2.437
O -1.581 -0.649 3.242
O -0.680 0.020 1.319
H 1.346 -2.707 -0.365
H 2.346 -1.736 0.541
H 1.413 -3.344 1.991
H -0.191 -2.998 1.349
H 1.473 -0.835 2.696
H 0.489 -1.957 3.648
C 0.911 3.888 -0.572
C 1.125 2.415 -0.470
N 0.223 1.533 -0.730
O -1.070 1.985 -0.991
C 2.381 1.851 -0.009
C 3.641 2.603 0.250
N 2.305 0.560 0.215
O 3.316 -0.084 0.644
H -0.081 4.111 -0.949
H 1.660 4.322 -1.235
H 1.038 4.346 0.410
H -1.562 1.607 -0.242
H 3.495 3.677 0.154
H 4.428 2.291 -0.439
H 4.004 2.379 1.255
C -4.060 -1.928 -2.488
N -2.636 -1.681 -2.454
C -1.959 -1.239 -1.370
N -2.649 -0.910 -0.272
O -0.709 -1.171 -1.431
H -4.325 -2.303 -3.473
H -4.628 -1.010 -2.322
H -4.363 -2.673 -1.747
H -2.055 -1.973 -3.219
H -3.651 -0.922 -0.258
H -2.109 -0.525 0.520

Output
ΔE to the lowest compared entry with this formula, charge and spin in kcal per mole: 0.0
LUMO level (spin up / spin down) in eV: 0.43 / 0.37
E_HOMO (spin up / spin down) in eV: -7.9 / -7.9
⟨S²⟩: 0.758
HOMO-LUMO gap (spin up / spin down) in eV: 8.4 / 8.3
2S+1: 2
E_tot in eV: -64956.369


The following is a DFT calculation (ωB97M-V/def2-TZVPD) of a cluster of 2 separate species, C4H7NO in total at a distorted geometry.

CARTESIAN COORDINATES (ANGSTROEM)
O -1.382 -0.686 -1.233
C 0.374 -1.075 -0.216
C 1.186 0.154 -0.185
C 0.016 1.050 0.189
C -0.228 1.181 1.576
N -0.425 1.199 2.726
H -2.123 -1.184 -0.848
H 0.454 -1.832 -0.988
H -0.028 -1.401 0.740
H 1.589 0.396 -1.171
H 2.012 0.113 0.539
H -1.289 0.165 -0.690
H -0.156 1.919 -0.439

Output
ΔE to the lowest compared entry with this formula, charge and spin in kcal per mole: 114.1
LUMO level in eV: -0.66
E_HOMO in eV: -7.8
HOMO-LUMO gap in eV: 7.2
E_tot in eV: -7794.697


The following is a DFT calculation (ωB97M-V/def2-TZVPD) of an isolated molecule of C4H9N3O at a distorted geometry.

CARTESIAN COORDINATES (ANGSTROEM)
N -2.082 0.173 0.621
C -0.782 0.771 0.505
O -0.757 1.939 0.463
N 0.366 -0.071 0.634
C 0.138 -1.519 0.277
C 0.769 -1.442 -1.245
C 1.087 0.090 -1.335
N 1.492 0.219 0.129
H -2.718 0.964 0.661
H -2.165 -0.449 1.586
H 0.466 -2.371 0.769
H -0.883 -1.499 0.010
H 0.207 -2.020 -1.966
H 1.851 -1.960 -1.155
H 1.944 0.123 -1.978
H 0.025 0.793 -1.145
H 1.626 1.257 0.613

Output
ΔE to the lowest compared entry with this formula, charge and spin in kcal per mole: 119.9
LUMO level in eV: 0.84
E_HOMO in eV: -8.8
Structure (SMILES): NC(=O)N1CCCN1
HOMO-LUMO gap in eV: 9.7
E_tot in eV: -10807.261


The following is a DFT calculation (ωB97M-V/def2-TZVPD) of an isolated molecule of C4H5NO at a distorted geometry.

CARTESIAN COORDINATES (ANGSTROEM)
C 0.080 -0.019 -1.363
C -0.057 -0.319 0.110
C 1.077 -0.941 0.784
N 2.047 -1.138 1.383
C -0.708 0.626 1.012
O -1.386 -0.550 0.515
H 0.340 -0.928 -1.913
H -0.881 0.349 -1.740
H 0.852 0.737 -1.519
H -0.570 0.529 2.081
H -0.793 1.654 0.649

Output
ΔE to the lowest compared entry with this formula, charge and spin in kcal per mole: 46.2
LUMO level in eV: 0.84
E_HOMO in eV: -11.0
Structure (SMILES): C[C@@]1(C#N)CO1
HOMO-LUMO gap in eV: 11.9
E_tot in eV: -7764.525


The following is a DFT calculation (ωB97M-V/def2-TZVPD) of a cluster of 8 separate species, C6H29NO8 in total at a distorted geometry.

CARTESIAN COORDINATES (ANGSTROEM)
C 0.206 -0.676 2.997
C -0.985 -0.558 2.013
C -0.742 0.560 0.979
C -0.486 0.063 -0.439
C -1.589 -0.683 -1.164
N -1.007 -1.468 -2.256
C -2.691 0.236 -1.675
O -3.790 -0.604 -2.119
H -0.087 -1.088 3.954
H 0.400 0.370 3.279
H 1.110 -0.964 2.470
H -1.901 -0.442 2.588
H -1.098 -1.545 1.552
H 0.082 1.165 1.353
H -1.603 1.236 1.040
H -0.341 0.986 -1.007
H 0.496 -0.390 -0.388
H -2.080 -1.380 -0.484
H -0.813 -0.863 -3.045
H -1.656 -2.160 -2.614
H -3.076 0.992 -0.997
H -2.342 0.732 -2.586
H -4.442 -0.574 -1.413
O 1.581 3.270 0.460
H 2.360 3.355 -0.064
H 0.741 3.112 0.004
O 2.808 -0.492 -1.502
H 2.963 -1.045 -0.732
H 1.998 -0.756 -1.940
O 3.014 0.887 1.985
H 2.148 0.592 1.720
H 3.020 1.795 1.655
O -2.082 -3.033 3.594
H -2.094 -3.778 2.984
H -2.112 -3.440 4.426
O -1.007 3.205 -0.691
H -0.708 3.581 -1.530
H -0.955 3.958 -0.085
O 1.060 -3.410 -1.159
H 0.106 -3.302 -1.074
H 1.214 -2.818 -1.903
O 4.023 2.164 -1.174
H 4.890 2.193 -0.780
H 3.726 1.279 -1.416

Output
ΔE to the lowest compared entry with this formula, charge and spin in kcal per mole: 54.4
LUMO level in eV: 0.29
E_HOMO in eV: -9.8
Structure (SMILES): CCCC[C@H](N)CO.O.O.O.O.O.O.O
HOMO-LUMO gap in eV: 10.1
E_tot in eV: -24562.145


The following is a DFT calculation (ωB97M-V/def2-TZVPD) of a cluster of 2 separate species, C2H8N6 in total at a distorted geometry.

CARTESIAN COORDINATES (ANGSTROEM)
C 0.649 -1.643 1.668
C -0.798 1.635 -0.681
N 1.675 -2.217 1.456
N -0.166 1.467 0.298
N -1.500 1.901 -1.689
N -0.399 -1.071 2.120
N 2.505 -3.090 1.022
N -1.109 2.118 -3.023
H 0.039 2.317 0.837
H -2.582 1.911 -1.731
H -0.812 -0.290 1.689
H -0.930 -1.446 2.864
H 3.426 -2.983 1.369
H 2.054 -3.806 0.429
H -1.886 2.734 -3.332
H -0.165 2.461 -3.295

Output
ΔE to the lowest compared entry with this formula, charge and spin in kcal per mole: 60.9
LUMO level in eV: -8.02
E_HOMO in eV: -17.6
Total charge: +2
HOMO-LUMO gap in eV: 9.5
E_tot in eV: -11122.706


The following is a DFT calculation (ωB97M-V/def2-TZVPD) of a cluster of 3 separate species, C2H11N2O2 in total at a distorted geometry.

CARTESIAN COORDINATES (ANGSTROEM)
C -0.405 -0.495 2.774
N -0.519 -0.079 1.329
C -1.638 0.360 0.869
N -1.718 1.050 -0.304
H -1.431 -0.289 3.108
H -0.417 -1.600 2.831
H 0.543 -0.172 3.211
H 0.342 -0.178 0.804
H -2.380 0.764 1.575
H -0.856 0.848 -0.816
H -2.634 1.103 -0.721
H 2.427 -1.956 -1.827
H 2.731 -1.607 -3.343
O 2.313 -1.310 -2.527
H 1.014 1.429 -1.893
H 1.586 0.107 -1.752
O 1.068 0.740 -1.202

Output
ΔE to the lowest compared entry with this formula, charge and spin in kcal per mole: 27.8
LUMO level in eV: -3.67
E_HOMO in eV: -14.9
Total charge: +1
HOMO-LUMO gap in eV: 11.2
E_tot in eV: -9321.103


The following is a DFT calculation (ωB97M-V/def2-TZVPD) of a structure of composition C15H25BrCrIN5S2.

CARTESIAN COORDINATES (ANGSTROEM)
Cr -1.095 0.190 0.748
C -3.921 3.930 1.311
C -2.907 2.927 0.807
S -3.024 1.356 1.598
C -2.041 3.186 -0.188
C -1.987 4.502 -0.927
S -0.905 2.005 -0.839
H -4.118 3.750 2.369
H -4.877 3.831 0.782
H -3.582 4.963 1.201
H -2.546 5.301 -0.437
H -2.393 4.381 -1.939
H -0.948 4.823 -1.039
Br 1.033 1.005 2.490
I -1.862 -1.984 -1.360
C 3.712 1.760 -2.498
C 2.488 2.074 -1.654
N 2.387 1.033 -0.657
C 2.306 -0.280 -1.061
N 1.643 -1.109 -0.344
C 1.728 -2.511 -0.685
C 1.786 -2.720 -2.192
C 2.958 -1.943 -2.758
N 3.053 -0.609 -2.194
C 3.527 0.392 -3.131
H 4.596 1.758 -1.855
H 3.854 2.503 -3.288
H 1.588 2.138 -2.280
H 2.588 3.029 -1.140
H 1.777 1.209 0.140
H 0.843 -3.007 -0.285
H 2.612 -2.961 -0.203
H 0.844 -2.352 -2.604
H 1.882 -3.778 -2.453
H 2.856 -1.852 -3.847
H 3.900 -2.483 -2.575
H 2.818 0.478 -3.971
H 4.476 0.040 -3.557
C -2.649 -4.484 3.541
N -2.125 -3.160 3.336
C -1.877 -2.199 4.298
C -1.484 -1.086 3.625
N -1.502 -1.341 2.279
C -1.893 -2.583 2.134
H -2.331 -4.860 4.513
H -2.268 -5.150 2.768
H -3.741 -4.497 3.499
H -1.989 -2.409 5.348
H -1.167 -0.124 3.990
H -2.024 -3.084 1.185

Output
LUMO level (spin up / spin down) in eV: 4.44 / 4.43
E_HOMO (spin up / spin down) in eV: 0.1 / -0.2
Total charge: -2
⟨S²⟩: 6.026
HOMO-LUMO gap (spin up / spin down) in eV: 4.3 / 4.6
2S+1: 5
E_tot in eV: -151651.308


The following is a DFT calculation (ωB97M-V/def2-TZVPD) of a cluster of 3 separate species, C13H24BClO9 in total at a distorted geometry.

CARTESIAN COORDINATES (ANGSTROEM)
C 2.917 -1.571 4.964
C 3.385 -2.249 3.673
C 2.577 -3.496 3.279
Cl 3.300 -4.162 1.752
B 1.050 -3.235 3.016
C -0.020 -3.177 4.178
C -0.627 -1.832 4.460
O -0.912 -1.452 5.555
O -0.923 -1.067 3.337
C 0.056 -0.180 2.887
C 0.301 -0.258 1.407
O 0.605 0.577 3.634
H 3.333 -0.562 5.013
H 1.839 -1.459 5.047
H 3.294 -2.114 5.831
H 4.415 -2.584 3.825
H 3.429 -1.559 2.827
H 2.733 -4.272 4.033
H 0.679 -3.096 1.895
H 0.380 -3.574 5.111
H -0.850 -3.826 3.865
H -0.396 -0.937 0.925
H 0.184 0.751 1.005
H 1.323 -0.594 1.227
C -0.362 4.111 -2.727
O -1.395 4.659 -1.902
C -1.628 3.973 -0.788
O -1.060 2.968 -0.445
O -2.598 4.585 -0.112
C -2.948 3.950 1.121
H -0.290 4.762 -3.593
H 0.587 4.099 -2.195
H -0.621 3.105 -3.051
H -2.095 3.924 1.796
H -3.311 2.940 0.943
H -3.740 4.555 1.553
C -2.640 -0.246 -4.416
O -1.828 -0.935 -5.370
C -1.057 -0.140 -6.110
O -1.005 1.059 -6.035
O -0.354 -0.901 -6.946
C 0.524 -0.172 -7.808
H -3.206 -1.013 -3.897
H -2.020 0.298 -3.706
H -3.321 0.441 -4.916
H 1.260 0.381 -7.227
H -0.039 0.513 -8.438
H 1.023 -0.914 -8.423

Output
ΔE to the lowest compared entry with this formula, charge and spin in kcal per mole: 0.0
LUMO level in eV: -0.16
E_HOMO in eV: -10.5
Structure (SMILES): CC[C@H](Cl)BCC(=O)OC(C)=O.COC(=O)OC.COC(=O)OC
HOMO-LUMO gap in eV: 10.3
E_tot in eV: -45496.406